Record 1
# C21H64O11

A cluster of 11 separate species, C21H64O11 in total (ωB97M-V/def2-TZVPD, the Open Molecules 2025 dataset).

Calculated values
LUMO (alpha / beta) ... 2.23 / 2.14 eV
Largest force on an atom ... 2.37 eV/Å
Energy relative to the best compared isomer or geometry (same formula, charge and spin) ... 2.812 eV
Charge ... -1
HOMO-LUMO gap (alpha / beta) ... 1.6 / 9.7 eV
Spin multiplicity ... 2
<S²> ... 0.7503
Molecular weight ... 492.7 g mol⁻¹

Geometry as XYZ:
```
96
Properties=species:S:1:pos:R:3:mulliken_spin:R:1
C 0.66770 -1.66596 -1.13096 -0.080
C 0.64033 -0.14434 -0.98274 -0.253
C -0.47390 0.35380 -0.02289 0.022
O 1.85239 0.35372 -0.43435 0.070
H 1.34298 -2.00110 -1.91821 -0.004
H -0.25881 -2.10951 -1.49560 0.011
H 0.86255 -2.13003 -0.16412 0.081
H 0.51051 0.30438 -1.96757 0.022
H -0.37791 1.42737 0.13942 0.006
H -0.28336 -0.14262 0.92862 0.055
H -1.48298 0.13889 -0.37457 0.022
H 2.02276 -0.08430 0.40273 0.011
C -2.08508 0.50082 3.16755 -0.027
C -3.29244 0.16541 4.11887 0.270
C -4.04538 1.45092 4.61568 0.000
O -4.06309 -0.66541 3.32348 -0.169
H -2.39021 0.71639 2.14358 0.086
H -1.35135 -0.30478 3.13986 -0.007
H -1.53050 1.37025 3.52059 -0.045
H -2.99392 -0.35455 5.02916 0.135
H -4.29029 2.13902 3.80659 0.016
H -3.43207 2.07249 5.26806 -0.042
H -4.99706 1.29905 5.12494 -0.007
H -3.47710 -1.40583 3.15029 0.128
C 2.17627 4.86183 0.57260 0.046
C 0.92521 4.41451 1.28455 0.103
C 1.16494 3.12124 1.98589 -0.109
O 0.57634 5.43333 2.17665 -0.049
H 3.00891 5.15493 1.21206 0.003
H 1.95180 5.72584 -0.05286 -0.011
H 2.51530 4.10372 -0.13339 -0.013
H 0.13658 4.27689 0.54480 -0.009
H 0.23182 2.80733 2.45371 0.044
H 1.84818 3.25563 2.82446 0.005
H 1.45076 2.27193 1.36535 -0.036
H -0.27797 5.29277 2.59135 0.018
C 1.70008 -1.86886 -5.00540 -0.042
C 1.68379 -0.80207 -6.12166 0.004
C 1.42112 0.65041 -5.65597 0.000
O 2.99773 -0.78455 -6.64764 -0.041
H 1.62960 -2.89417 -5.36855 0.020
H 0.85248 -1.72317 -4.33575 0.014
H 2.57462 -1.75761 -4.36438 0.050
H 0.91988 -1.07883 -6.84825 0.011
H 1.91011 1.34773 -6.33622 0.001
H 1.71063 0.80221 -4.61614 0.003
H 0.36573 0.92272 -5.64619 -0.006
H 3.60622 -0.77444 -5.90518 0.012
C -4.25416 -1.49710 0.34370 0.224
C -5.75054 -1.34104 0.71344 -0.024
C -6.22725 -2.45515 1.59058 0.022
O -6.08144 -0.15307 1.37312 -0.019
H -3.79215 -0.60181 -0.07234 -0.019
H -4.09301 -2.28136 -0.39594 0.038
H -3.58703 -1.75596 1.16591 -0.097
H -6.31703 -1.34252 -0.21779 -0.005
H -7.25949 -2.22113 1.85097 -0.005
H -5.58536 -2.62713 2.45458 0.019
H -6.17857 -3.36064 0.98576 0.006
H -5.44000 0.08141 2.04778 0.007
C 4.22893 1.55592 2.27067 0.144
O 4.92116 0.34480 2.26431 -1.055
H 3.57710 1.68583 1.40677 0.236
H 3.69632 1.67074 3.21473 0.002
H 4.94748 2.37535 2.28870 0.057
H 5.85677 0.48695 2.10297 0.359
C 2.70707 -2.16033 2.27367 0.919
O 2.38756 -0.81346 2.00270 -0.399
H 3.39285 -2.34476 3.10058 -0.134
H 1.74868 -2.63231 2.49005 -0.070
H 3.15420 -2.58754 1.37608 0.069
H 3.20610 -0.34085 2.17074 0.214
C 5.21615 0.40690 -1.28966 0.441
O 4.24079 0.16959 -2.28005 -0.184
H 6.20676 0.58454 -1.70827 -0.043
H 4.81092 1.35129 -0.92630 0.088
H 5.21271 -0.41547 -0.57427 -0.097
H 3.41646 0.56210 -1.98339 0.034
C -1.38997 -3.70297 2.70880 0.612
O -2.36126 -2.85317 3.34144 -1.264
H -0.62771 -4.05140 3.40570 -0.125
H -1.91951 -4.59078 2.36312 -0.096
H -0.95391 -3.35549 1.77220 0.388
H -2.55003 -3.30194 4.16883 0.397
C 0.77297 3.54248 -2.61879 -0.028
O 0.25627 4.90969 -2.48925 -0.053
H 0.10238 2.83908 -3.11239 0.006
H 1.71586 3.59194 -3.16342 0.012
H 1.00641 2.96677 -1.72315 0.050
H 0.36504 5.35419 -3.33316 0.009
C -0.96102 -4.60530 -3.47675 0.091
O -1.98728 -3.79621 -2.98831 -0.087
H -0.80691 -5.51808 -2.90127 -0.027
H -1.26751 -4.90842 -4.47790 -0.009
H -0.05090 -4.03595 -3.66551 0.046
H -1.85849 -2.87152 -3.21182 0.032
```

***

Record 2
# C21H66O27P6

A cluster of 9 separate species, C21H66O27P6 in total (ωB97M-V/def2-TZVPD, the Open Molecules 2025 dataset).

Calculated values
LUMO ... 0.26 eV
Largest force on an atom ... 1.95 eV/Å
Energy relative to the best compared isomer or geometry (same formula, charge and spin) ... 0.186 eV
SMILES string ... COP(=O)(OC)OC.COP(=O)(OC)OC.COP(=O)(OC)OC.COP(=O)(OC)OC.COP(=O)(OC)OC.COP(=O)(OC)OC.CO.CO.CO
HOMO-LUMO gap ... 9.6 eV
Molecular weight ... 936.6 g mol⁻¹

Geometry as XYZ:
```
120
Properties=species:S:1:pos:R:3:mulliken_charge:R:1
C -2.24780 -2.68391 -4.09692 -1.140
O -1.48172 -2.07354 -3.07395 0.020
P -1.23051 -2.79327 -1.68286 0.145
O -0.24306 -2.06676 -0.87205 -0.132
O -2.66765 -2.90968 -0.94696 -0.274
C -2.70752 -3.55938 0.31408 -0.770
O -0.87824 -4.31937 -2.07567 -0.232
C 0.47815 -4.68422 -2.32147 -0.667
H -3.01102 -2.01800 -4.50029 0.257
H -2.72039 -3.61534 -3.78106 0.430
H -1.65439 -2.94538 -4.97774 0.307
H -1.76522 -3.99068 0.65592 0.184
H -3.39434 -4.40432 0.40570 0.395
H -3.07329 -2.83942 1.04769 0.293
H 0.86131 -5.24218 -1.46879 0.324
H 1.18735 -3.85753 -2.42872 0.223
H 0.54747 -5.20709 -3.27324 0.287
C 6.63823 -0.09268 3.37651 -0.706
O 5.75778 -0.85783 2.56109 -0.216
P 5.57108 -2.41341 2.88451 0.962
O 6.74393 -3.25413 2.62549 -0.798
O 4.28108 -2.75902 2.01828 -0.329
C 3.09316 -2.03025 2.29227 -0.211
O 5.03473 -2.42111 4.41245 -0.107
C 5.48701 -3.39465 5.33323 -0.707
H 6.67691 -0.42032 4.41699 0.268
H 6.31933 0.94736 3.37229 0.262
H 7.65284 -0.16905 2.98379 0.290
H 2.25056 -2.70943 2.17239 0.203
H 2.99309 -1.18612 1.60563 -0.034
H 3.00906 -1.58122 3.28060 0.194
H 4.61821 -3.92224 5.73192 0.146
H 6.05535 -2.92854 6.13702 0.269
H 6.08972 -4.15307 4.82999 0.361
C 4.31444 2.86775 -4.16256 -0.412
O 4.00662 1.48740 -4.16561 -0.395
P 2.46748 0.99938 -4.03686 0.991
O 1.48457 1.81780 -4.74616 -0.711
O 2.15532 0.97111 -2.45349 0.105
C 2.80353 0.00599 -1.63622 -0.648
O 2.56885 -0.54430 -4.49405 -0.496
C 1.38273 -1.32410 -4.48538 -0.872
H 5.07111 3.10713 -3.40722 0.289
H 3.44148 3.47032 -3.92030 0.001
H 4.85719 3.14353 -5.06732 0.276
H 3.71757 -0.42840 -2.04680 0.507
H 2.17268 -0.87204 -1.46861 0.028
H 3.01198 0.45917 -0.66909 0.293
H 0.47979 -0.72293 -4.59998 0.320
H 1.27751 -1.85349 -3.53521 0.291
H 1.42037 -2.08578 -5.26201 0.374
C -0.74718 -3.54144 3.48482 -0.671
O 0.32495 -3.35382 4.39856 -0.260
P 0.30530 -2.02093 5.29943 0.632
O -0.98073 -1.62980 5.90696 -0.740
O 1.49019 -2.32431 6.32812 -0.276
C 1.31191 -3.27873 7.38301 -0.831
O 0.94291 -0.92647 4.34911 0.569
C 1.31509 0.32199 4.89303 -0.854
H -0.39810 -3.89727 2.51449 0.216
H -1.34579 -2.65025 3.29005 0.265
H -1.39337 -4.31877 3.89767 0.379
H 0.38475 -3.84400 7.25767 0.341
H 1.30603 -2.70465 8.30425 0.302
H 2.04360 -4.08646 7.36617 0.243
H 1.22264 0.43321 5.97333 0.396
H 0.77812 1.16068 4.44783 0.155
H 2.36173 0.43262 4.59524 0.280
C -4.46245 2.77111 -3.18825 -0.637
O -5.11129 1.68373 -2.55308 -0.369
P -4.50137 0.23303 -2.83086 0.510
O -4.14577 0.03702 -4.24417 -0.721
O -3.26956 0.08552 -1.80464 0.364
C -3.42422 0.41539 -0.42273 0.353
O -5.65358 -0.72327 -2.23724 -0.401
C -5.69924 -2.11782 -2.48378 -0.429
H -5.07153 3.19145 -3.99389 0.374
H -3.51641 2.54787 -3.67913 0.170
H -4.33712 3.56409 -2.45213 0.287
H -2.71264 1.20242 -0.17450 -0.537
H -3.16239 -0.43989 0.19342 -0.349
H -4.42810 0.80889 -0.26585 0.606
H -6.65469 -2.45042 -2.89001 0.342
H -5.59444 -2.64783 -1.53623 0.185
H -4.91427 -2.43178 -3.17072 0.091
C -0.77701 2.54120 -2.49124 -0.582
O -1.62975 3.67912 -2.43248 0.487
P -1.02127 5.15696 -2.25553 0.807
O -0.35438 5.48415 -0.99251 -0.834
O -0.18728 5.43384 -3.59341 -0.332
C 1.17884 5.13500 -3.72149 -0.740
O -2.31593 6.08960 -2.47093 -0.404
C -3.04123 6.02494 -3.68666 -0.648
H -0.70556 2.07566 -3.46996 0.389
H -1.19364 1.82010 -1.78058 -0.466
H 0.20794 2.64559 -2.02815 0.535
H 1.70008 5.95996 -4.20679 0.364
H 1.36040 4.22493 -4.29963 0.204
H 1.71037 4.94402 -2.78384 0.359
H -4.09272 6.18847 -3.44687 0.278
H -2.94123 5.06376 -4.19270 0.208
H -2.78528 6.80331 -4.40793 0.283
C -2.59038 3.76607 1.04202 -0.173
O -2.94264 5.01636 0.47488 -0.611
H -2.12924 3.16357 0.25662 0.007
H -1.93559 3.97430 1.89454 0.263
H -3.46988 3.28399 1.46416 0.223
H -2.15739 5.50255 0.20229 0.323
C -2.11192 1.45641 3.88028 -0.571
O -2.70246 0.86565 2.76409 -0.537
H -1.87975 0.68689 4.62644 0.216
H -1.20056 2.00279 3.60848 0.106
H -2.82505 2.14744 4.33148 0.346
H -2.11484 0.20411 2.35840 0.120
C 0.10190 0.50593 1.15938 0.596
O -0.85176 -0.53471 1.30961 1.506
H 0.08225 1.12320 2.05877 -0.046
H 1.16446 0.23562 1.17456 -0.432
H -0.08359 1.09196 0.25893 -0.312
H -0.63334 -1.20658 0.63853 -0.355
```